85
Properties=species:S:1:pos:R:3 method="wB97M-V/def2-TZVPD" spin_multiplicity=6 total_charge=+2 e_lumo_ev="-5.9 / -5.8" homo_energy_ev="-12.860 / -12.801" s_squared=8.7738 relative_energy_ev=0.0146 gap_ev="6.93 / 7.01"
Sm 10.10 11.62 12.35
Br 12.39 9.61 11.73
O 5.63 12.42 11.95
O 7.86 12.34 12.59
N 8.05 9.95 11.26
N 6.90 10.74 11.14
N 8.00 12.87 8.46
N 9.75 12.00 9.70
N 10.20 9.49 13.57
C 14.36 12.83 11.21
C 10.21 15.84 15.54
C 8.93 13.06 9.43
C 8.31 11.61 7.89
C 10.60 12.43 16.75
C 10.72 7.33 12.57
C 9.95 9.84 8.27
C 11.48 12.92 14.39
C 7.73 10.88 6.80
C 13.53 15.26 11.55
C 12.09 13.34 12.22
C 12.53 13.83 9.77
C 8.88 15.74 13.48
C 8.37 14.09 15.33
C 9.51 14.83 14.54
C 12.53 11.25 15.79
C 12.86 13.55 16.37
C 10.92 14.12 12.57
C 11.80 12.56 15.81
C 13.14 13.80 11.20
C 9.35 11.06 8.71
C 10.52 13.93 13.87
C 9.45 9.23 7.14
C 12.40 12.60 13.36
C 9.81 6.72 13.40
C 6.84 11.87 11.91
C 8.31 9.67 6.47
C 10.91 8.76 12.76
C 9.18 8.88 14.30
C 8.98 7.51 14.26
C 5.40 13.81 12.42
H 6.12 14.35 11.81
H 13.97 15.35 12.57
H 14.40 15.58 10.96
H 12.11 10.52 15.08
H 7.36 14.42 15.07
H 14.95 12.83 12.14
H 4.39 13.97 12.10
H 11.03 16.36 15.10
H 8.44 13.01 15.14
H 13.31 13.94 9.02
H 9.66 5.65 13.35
H 7.85 9.12 11.86
H 9.89 8.26 6.77
H 6.88 11.28 6.22
H 10.88 11.92 17.65
H 8.90 14.03 9.96
H 13.57 11.35 15.52
H 10.09 13.33 17.04
H 14.07 11.76 10.93
H 8.27 7.09 14.97
H 12.90 13.49 17.46
H 8.34 9.63 10.25
H 10.51 15.40 16.48
H 13.29 12.00 13.46
H 12.62 14.56 16.09
H 8.51 15.23 12.54
H 11.35 6.73 11.93
H 12.70 15.91 11.31
H 10.79 9.40 8.81
H 7.43 13.55 8.07
H 6.04 10.43 10.73
H 12.58 10.78 16.78
H 11.86 14.68 9.63
H 5.48 13.90 13.53
H 9.50 16.65 15.82
H 11.99 12.92 9.56
H 8.59 9.50 15.00
H 8.01 16.24 13.95
H 9.60 16.53 13.17
H 7.82 9.12 5.67
H 8.56 14.32 16.36
H 15.08 13.13 10.44
H 9.74 11.86 16.32
H 10.60 14.86 11.88
H 13.86 13.34 15.90